Record 1
Computed, not measured: a structure of composition C16H18AlN3O7SSi, with ωB97M-V/def2-TZVPD.

Last column: Mulliken spin population.
CARTESIAN COORDINATES (ANGSTROEM)
Al  -1.3186  0.5323  -1.2206  -0.052
N  -2.0696  4.0945  0.0116  0.015
C  -1.7899  3.0496  -0.7574  -0.003
O  -0.9458  2.2064  -0.3632  0.023
C  -2.3607  2.9222  -2.1521  -0.001
C  -1.8969  1.5998  -2.7864  0.009
H  -1.7437  4.0822  0.9651  -0.001
H  -2.8372  4.6939  -0.2353  0.000
H  -2.0334  3.8143  -2.7029  0.001
H  -3.4457  2.9609  -2.0585  0.000
H  -1.0544  1.8061  -3.4565  0.000
H  -2.6878  1.1655  -3.3947  -0.006
O  2.0146  -1.5942  -1.7757  0.000
C  1.4736  -0.5647  -1.4427  0.007
O  0.2067  -0.3436  -1.3805  0.034
C  2.3566  0.6204  -1.0633  -0.004
C  1.9977  1.5214  -0.0666  -0.006
C  2.8516  2.5633  0.2202  0.002
C  4.0390  2.7737  -0.4453  0.000
C  4.3577  1.8623  -1.4273  0.000
C  3.5563  0.7875  -1.7401  0.000
N  5.6342  2.0618  -2.1785  0.000
O  6.3491  2.9780  -1.8217  0.000
O  5.9123  1.2406  -3.0264  0.000
N  2.4742  3.5380  1.2918  0.000
O  1.4158  3.3609  1.8547  0.000
O  3.2928  4.3956  1.5693  0.000
H  1.0687  1.4230  0.4763  0.004
H  4.6829  3.6058  -0.2100  0.000
H  3.8553  0.0762  -2.4970  0.000
S  -3.9688  0.8708  0.1003  0.324
C  -2.6155  -0.2093  -0.0422  0.539
C  -0.0477  -4.3782  1.7488  0.008
Si  -1.8589  -4.0085  2.0134  0.003
C  -2.8693  -5.3773  1.2361  0.022
C  -2.1992  -4.0120  3.8510  0.012
C  -2.2679  -2.4360  1.2846  0.323
C  -2.4625  -1.3869  0.6660  -0.256
H  0.1970  -5.4141  2.0036  0.000
H  0.5688  -3.7201  2.3664  0.001
H  0.2239  -4.2022  0.7054  -0.002
H  -2.7039  -6.3504  1.7081  0.001
H  -2.6123  -5.4592  0.1766  0.001
H  -3.9321  -5.1327  1.3020  -0.001
H  -2.0670  -5.0093  4.2821  0.000
H  -3.2214  -3.6819  4.0505  -0.001
H  -1.5184  -3.3260  4.3613  0.003

Atomic forces in eV per Å
-0.33 0.08 -0.05
-0.04 0.24 -0.03
0.24 -0.36 -0.11
0.05 0.16 0.08
-0.08 0.06 0.04
0.18 0.17 -0.18
-0.05 -0.04 -0.02
0.00 -0.03 0.05
-0.03 0.00 -0.01
0.00 0.01 0.00
-0.01 -0.07 -0.01
-0.06 0.00 0.05
-0.08 -0.07 -0.14
0.28 0.29 0.15
0.09 -0.11 0.01
-0.13 -0.04 0.04
-0.21 -0.20 -0.09
-0.09 0.54 0.30
0.06 0.12 0.03
0.39 0.28 -0.34
-0.05 -0.23 -0.11
-0.09 -0.51 0.77
-0.10 0.03 -0.30
-0.03 0.28 -0.14
0.42 -0.68 0.03
0.07 0.26 -0.12
-0.33 0.05 -0.08
0.02 0.01 -0.01
-0.01 -0.01 0.00
-0.03 0.01 0.01
0.27 -0.19 0.00
-0.13 -0.15 0.15
0.21 -0.06 -0.02
0.03 -0.18 0.09
-0.11 -0.10 -0.14
-0.03 -0.01 0.23
-0.06 0.54 -0.33
-0.21 -0.07 0.18
0.01 0.03 0.00
0.01 -0.01 -0.03
0.01 -0.03 0.02
0.02 0.04 0.00
-0.05 -0.03 0.02
0.01 -0.05 -0.01
0.00 0.03 -0.01
0.02 -0.02 0.02
-0.05 0.00 0.01

Summary:
Gap between HOMO and LUMO (alpha / beta) = 0.1366 / 0.1850 hartree
Charge = -1
Lowest unoccupied orbital energy (alpha / beta) = 1.1 / 1.1 eV
Spin multiplicity = 2
Max |F| = 0.9 eV/Å

---

Record 2
Computed, not measured: a structure of composition C20H39N5NaO5 at a distorted geometry, with ωB97M-V/def2-TZVPD.

Last column: natural (NBO) charge in e.
CARTESIAN COORDINATES (ANGSTROEM)
Na  -0.9439  -0.5868  -0.1326  0.889
C  -0.0997  3.0514  2.3049  -0.660
C  0.6517  1.8449  2.8619  -0.023
C  2.1232  1.7807  2.4551  -0.440
C  2.6612  1.8653  1.0104  0.171
C  2.4277  3.2078  0.3263  -0.648
C  4.1548  1.5547  1.1224  -0.635
N  2.0070  0.8009  0.1519  -0.634
C  2.7003  0.5037  -1.1539  -0.213
C  1.7122  0.5598  -2.2999  -0.243
N  0.5703  -0.3395  -2.1592  -0.498
C  -0.6501  0.3927  -2.5634  -0.372
C  -1.1903  1.3475  -1.4606  0.741
O  -2.2496  1.9022  -1.6601  -0.605
O  -0.4935  1.4000  -0.3520  -0.890
C  0.6803  -1.6926  -2.7754  -0.039
C  2.1131  -2.1846  -2.9251  -0.625
C  -0.2265  -2.7217  -2.0599  -0.407
C  0.1306  -3.3855  -0.6916  0.141
C  1.1994  -4.4729  -0.8262  -0.638
C  -1.1579  -4.0353  -0.1835  -0.634
N  0.5808  -2.3267  0.2765  -0.698
C  0.4589  -2.6454  1.7087  -0.089
C  0.4576  -0.6181  3.3729  -0.094
N  -0.1150  0.5499  2.7018  -0.412
C  -1.4851  0.7427  2.9258  -0.181
C  -2.4394  -0.6676  2.4444  0.832
O  -3.1804  -0.9446  3.3476  -0.445
O  -2.1164  -1.0765  1.3495  -0.665
H  0.5667  3.9126  2.3449  0.232
H  -0.9713  3.3052  2.9106  0.224
H  -0.4213  2.8947  1.2751  0.266
H  0.6989  1.9778  3.9501  0.198
H  2.5866  0.9052  2.9137  0.238
H  2.5662  2.6423  2.9609  0.240
H  2.7405  4.0180  0.9859  0.235
H  1.3795  3.3601  0.0664  0.242
H  3.0226  3.2863  -0.5864  0.219
H  4.6004  2.2261  1.8570  0.239
H  4.6835  1.7113  0.1832  0.219
H  4.3212  0.5291  1.4627  0.229
H  0.9766  1.0443  -0.0747  0.492
H  1.9862  -0.0627  0.7011  0.446
H  3.1849  -0.4630  -1.0486  0.211
H  3.4784  1.2404  -1.3288  0.224
H  2.2595  0.4411  -3.2405  0.211
H  1.3145  1.5759  -2.3221  0.222
H  -1.4548  -0.3066  -2.8034  0.227
H  -0.5032  0.9835  -3.4734  0.227
H  0.2739  -1.6336  -3.7947  0.195
H  2.6617  -2.2050  -1.9818  0.189
H  2.6795  -1.5833  -3.6338  0.224
H  2.1038  -3.2044  -3.3097  0.237
H  -0.3806  -3.5441  -2.7635  0.233
H  -1.2188  -2.2659  -1.9477  0.193
H  0.9362  -5.1798  -1.6161  0.229
H  1.2824  -5.0408  0.1034  0.217
H  2.1834  -4.0654  -1.0554  0.212
H  -1.5668  -4.6780  -0.9644  0.237
H  -1.9220  -3.2950  0.0692  0.220
H  -0.9796  -4.6602  0.6939  0.218
H  1.5736  -2.1711  0.1233  0.378
H  0.9330  -3.5812  2.0130  0.202
H  -0.5854  -2.6774  1.9955  0.223
H  1.2188  -0.3306  4.0956  0.226
H  -0.3325  -1.1644  3.8881  0.222
H  -1.8937  1.5281  2.2956  0.255
H  -1.7958  0.8153  3.9674  0.227
O  2.3295  -1.2851  2.1081  -0.435
N  1.1342  -1.5569  2.4505  0.071

Atomic forces in eV per Å
0.79 -0.79 -0.92
0.02 0.04 -0.01
-0.07 -0.03 -0.13
0.08 0.05 -0.02
-0.16 -0.15 -0.10
-0.03 0.07 0.01
0.08 0.07 0.02
0.18 -0.09 -0.16
-0.14 -0.01 0.27
-0.03 0.07 -0.06
-0.22 0.05 -0.05
0.12 -0.24 0.12
0.23 0.34 0.21
0.10 0.01 -0.07
-0.18 0.94 -0.70
-0.08 0.08 0.03
0.09 -0.04 0.04
0.06 0.07 0.20
0.12 0.25 0.00
0.02 -0.08 0.00
-0.07 0.02 0.00
-0.09 -0.35 0.28
0.28 0.32 -0.16
0.00 -0.05 -0.08
0.03 -0.08 -0.13
0.37 0.38 0.10
-0.76 -0.85 0.36
0.16 0.29 -0.07
-0.81 -0.10 0.91
-0.01 -0.01 -0.01
0.07 -0.02 -0.01
0.03 0.00 0.05
0.01 0.00 0.09
-0.07 0.04 0.00
0.06 -0.02 0.00
0.02 -0.02 -0.03
0.06 -0.02 0.03
-0.03 0.00 0.03
0.00 -0.01 -0.02
0.02 0.00 0.07
-0.02 0.06 -0.02
0.12 0.16 0.02
0.10 0.08 0.04
0.04 0.00 -0.06
-0.04 0.03 0.02
-0.04 -0.07 -0.03
0.06 0.03 0.00
0.03 -0.01 0.04
0.02 -0.01 -0.03
0.01 0.02 -0.03
-0.05 -0.01 -0.05
0.00 0.00 0.02
-0.02 0.02 -0.02
-0.02 0.00 0.02
0.00 -0.04 -0.04
0.00 0.02 0.05
0.01 0.02 -0.03
-0.04 -0.02 0.00
0.02 0.00 0.04
0.04 -0.03 -0.02
0.00 0.02 -0.03
-0.03 -0.02 -0.11
0.16 -0.06 -0.06
-0.03 0.05 0.09
0.03 0.03 0.07
0.02 -0.06 0.00
-0.05 -0.09 0.04
-0.06 -0.21 0.03
-0.07 -0.15 -0.04
-0.46 0.07 0.02

Summary:
Gap between HOMO and LUMO (alpha / beta) = 0.2984 / 0.2011 hartree
Charge = +1
Lowest unoccupied orbital energy (alpha / beta) = -3.6 / -6.2 eV
Max |F| = 1.5 eV/Å

---

Record 3
Computed, not measured: a cluster of 3 separate species, C20H44B2NO8 in total, with ωB97M-V/def2-TZVPD.

Last column: Mulliken charge in e.
CARTESIAN COORDINATES (ANGSTROEM)
C  -0.9301  0.1244  4.8852  -0.923
C  -2.1951  -0.7406  4.9059  -0.708
C  -2.3564  -1.5966  3.6502  -0.696
C  -2.3683  -0.8099  2.3352  -0.309
C  -1.8785  -1.6521  1.1542  -0.334
C  -0.3613  -1.5607  0.9429  -1.053
B  0.1443  -0.1168  0.2940  0.087
C  0.1316  -0.2166  -1.3599  -0.883
C  -0.1693  1.1010  -2.0848  -0.963
C  -1.6372  1.5395  -1.9410  -0.314
C  -1.8586  2.7188  -0.9946  -0.404
N  -1.7302  4.0540  -1.6503  -0.318
C  -2.6024  4.2809  -2.7433  0.500
C  -2.0446  3.9662  -4.1126  -0.870
O  -3.6948  4.7775  -2.6056  -0.624
B  1.6598  0.3534  0.9305  0.622
O  2.8893  -0.0086  0.3662  -0.709
C  1.8700  1.2801  2.2140  0.221
C  2.1207  2.7322  1.7749  -1.200
H  -1.1205  1.1228  4.4903  0.249
H  -0.5090  0.2435  5.8857  0.436
H  -0.1639  -0.3233  4.2490  0.139
H  -3.0801  -0.1087  5.0367  0.283
H  -2.1567  -1.4013  5.7776  0.387
H  -1.5492  -2.3377  3.6236  0.334
H  -3.2914  -2.1629  3.7281  0.345
H  -1.7449  0.0830  2.4135  0.047
H  -3.3930  -0.4661  2.1516  0.362
H  -2.1845  -2.6938  1.3358  0.274
H  -2.3762  -1.3379  0.2285  0.229
H  -0.0737  -2.3740  0.2587  0.357
H  0.1291  -1.8129  1.8985  0.282
H  -0.6693  0.7577  0.6441  -0.375
H  -0.5983  -0.9652  -1.7111  0.284
H  1.1067  -0.5719  -1.7402  0.357
H  0.4765  1.8949  -1.6890  0.316
H  0.0624  1.0030  -3.1540  0.287
H  -2.0535  1.7672  -2.9241  0.470
H  -2.2189  0.6957  -1.5620  0.270
H  -1.0914  2.6786  -0.2250  0.087
H  -2.8288  2.6360  -0.4918  0.238
H  -1.9918  4.7527  -0.9606  0.264
H  -2.7754  3.3928  -4.6833  0.274
H  -1.8649  4.9101  -4.6300  0.325
H  -1.1133  3.4118  -4.0407  0.269
H  2.7236  -0.5753  -0.3961  0.269
H  2.7105  0.9310  2.8278  0.367
H  0.9607  1.2457  2.8216  -0.337
H  2.5022  3.3523  2.5913  0.375
H  1.1926  3.1924  1.4261  0.259
H  2.8449  2.7865  0.9575  0.156
C  -4.6875  -4.6762  -0.8680  -0.678
O  -3.4547  -4.9925  -0.2186  -0.142
C  -3.1227  -6.2766  -0.2380  0.702
O  -3.7611  -7.1689  -0.7415  -0.585
O  -1.9597  -6.4193  0.3963  -0.234
C  -1.4706  -7.7596  0.4448  -0.666
H  -4.7972  -3.6016  -0.7607  0.179
H  -4.6460  -4.9509  -1.9205  0.314
H  -5.5161  -5.1953  -0.3888  0.316
H  -1.3079  -8.1453  -0.5603  0.294
H  -2.1730  -8.4064  0.9685  0.293
H  -0.5307  -7.7039  0.9852  0.205
C  5.5470  1.2899  -0.5366  -0.499
O  6.3235  2.4327  -0.9541  -0.345
C  6.4028  2.6028  -2.2627  0.775
O  5.9387  1.8897  -3.1153  -0.552
O  7.1093  3.7198  -2.5022  -0.336
C  7.2588  4.0243  -3.8885  -0.632
H  5.5879  1.2858  0.5466  0.246
H  4.5137  1.3823  -0.8574  0.223
H  5.9847  0.3793  -0.9402  0.336
H  6.2874  4.1749  -4.3567  0.295
H  7.7821  3.2217  -4.4061  0.286
H  7.8415  4.9404  -3.9244  0.207

Atomic forces in eV per Å
0.00 0.03 0.02
0.05 -0.02 0.02
-0.04 0.04 0.00
-0.16 -0.07 0.03
0.04 -0.08 -0.06
0.09 -0.03 0.10
-0.19 0.07 -0.11
0.10 0.09 0.13
-0.03 -0.03 -0.16
0.03 -0.01 0.12
0.33 -0.05 -0.12
-0.23 0.19 -0.02
0.33 -0.26 0.04
-0.05 -0.30 0.08
-0.19 0.38 -0.04
-0.04 0.04 0.01
0.04 -0.19 -0.03
-0.06 -0.07 -0.05
-0.04 0.02 0.07
0.01 -0.02 -0.05
-0.02 0.03 0.00
0.02 -0.03 0.05
0.02 0.01 0.02
-0.07 -0.02 -0.01
0.05 0.08 -0.01
0.07 -0.10 0.00
0.01 -0.02 -0.08
0.03 0.10 0.04
-0.07 0.02 -0.09
0.00 0.05 0.03
0.09 0.01 0.05
-0.04 0.02 0.01
0.02 -0.06 0.00
0.02 0.01 0.00
-0.05 -0.12 -0.01
0.03 -0.01 -0.07
0.05 0.10 0.01
-0.13 -0.04 0.03
0.05 0.00 0.07
-0.06 -0.03 0.07
-0.08 0.07 -0.14
-0.05 -0.13 0.10
-0.01 0.08 -0.04
-0.01 0.01 0.03
0.04 0.04 -0.03
-0.05 0.11 -0.03
0.00 0.00 -0.02
0.11 0.04 0.11
-0.02 0.02 0.00
0.03 -0.02 -0.09
0.01 0.01 0.01
0.01 0.07 0.00
0.05 -0.04 0.04
-0.03 -0.02 -0.03
0.02 0.03 0.01
-0.03 0.01 -0.01
0.02 0.01 0.01
0.00 0.00 0.00
0.00 -0.02 0.00
0.01 -0.02 -0.01
-0.01 0.00 0.00
-0.01 0.00 -0.01
0.00 0.00 0.00
-0.03 0.02 0.01
0.01 0.02 0.00
0.02 0.00 -0.04
0.01 0.01 0.04
-0.02 -0.03 0.01
0.01 0.03 0.01
-0.01 0.02 -0.01
0.04 0.01 -0.01
-0.03 -0.02 -0.01
0.00 -0.01 0.00
-0.01 -0.01 0.00
0.00 0.00 0.00

Summary:
Gap between HOMO and LUMO = 0.2486 hartree
Charge = -1
Lowest unoccupied orbital energy = 2.5 eV
Max |F| = 0.4 eV/Å

---

- What is the formula in the third record?
  C20H44B2NO8

---

- The lowest max |F| belongs to which entry?
  C20H44B2NO8

---

- The lowest max |F| belongs to which entry?
  C20H44B2NO8

---

- Among the records above, which one has the highest max |F|?
  C20H39N5NaO5